Entry 1:
Below is 13 unconnected molecules or ions with the total composition C4H32N2O14 in a non-equilibrium geometry, with properties calculated with wB97M-V/def2-TZVPD.

Structure (ORCA input):
```
! wB97M-V def2-TZVPD RIJCOSX def2/J DEFGRID3
* xyz -1 2
C 2.64 -1.45 -1.02
N 1.53 -1.19 -0.20
C 0.85 0.16 -0.20
C -0.63 0.20 -0.11
N -1.51 1.21 -0.22
C -1.14 2.56 -0.50
O -1.02 -1.01 0.08
O 3.05 -2.60 -1.19
H 3.23 -0.64 -1.24
H 0.87 -1.92 -0.07
H 1.33 0.64 0.56
H 1.19 0.75 -1.14
H -2.47 0.93 0.08
H -1.33 2.96 -1.46
H -1.80 3.33 0.03
H -0.11 2.96 -0.10
H 0.25 4.34 2.95
H -0.33 3.43 1.84
O -0.42 4.30 2.22
H 3.46 -0.36 1.21
H 4.89 0.02 1.47
O 4.08 0.42 1.19
H 2.89 1.30 -3.46
H 2.88 0.06 -4.21
O 3.55 0.58 -3.80
H -1.37 -2.07 -1.33
H -1.35 -2.36 -2.70
O -0.71 -2.25 -2.02
H -2.59 -1.48 3.27
H -2.46 -0.65 2.07
O -2.87 -0.58 3.03
H -0.42 -2.92 3.23
H -0.74 -1.57 2.24
O -0.90 -2.17 3.00
H 0.22 -4.74 1.30
H 1.29 -3.85 0.68
O 0.86 -4.03 1.55
H -4.26 -2.47 -0.55
H -3.11 -1.56 -0.85
O -4.13 -1.55 -0.84
H -3.40 1.88 2.48
H -4.46 0.83 2.39
O -4.07 1.60 1.85
H -0.26 2.01 -2.75
H 0.73 2.64 -3.62
O 0.65 2.14 -2.84
H 0.92 -0.17 -3.70
H 0.98 -1.43 -4.62
O 1.21 -0.52 -4.65
H 2.25 1.54 3.60
H 0.74 0.95 3.50
O 1.33 1.77 3.57
*
```

expectation value of S²: 0.751
gap between HOMO and LUMO (alpha / beta): 2.3 / 9.6 eV
E: -36310.4142 eV

Want to see where the charge sits? The Löwdin charges in e are: -0.35 0.05 -0.10 -0.42 0.06 -0.16 -0.11 0.00 0.09 0.07 0.07 0.13 0.15 0.03 0.10 0.12 0.05 -0.03 -0.09 0.04 0.02 -0.07 0.05 -0.06 -0.13 -0.02 0.01 -0.10 0.00 0.06 -0.14 0.00 0.04 -0.07 0.06 0.04 -0.09 0.02 0.02 -0.12 0.01 0.06 -0.11 -0.05 0.01 -0.10 0.07 0.00 -0.13 0.00 0.07 -0.08

Entry 2:
Below is 2 unconnected molecules or ions with the total composition C25H26NO2 in a non-equilibrium geometry, with properties calculated with wB97M-V/def2-TZVPD.

Structure (ORCA input):
```
! wB97M-V def2-TZVPD RIJCOSX def2/J DEFGRID3
* xyz 1 1
C -6.64 4.07 1.09
O -6.70 2.62 1.09
C -5.51 1.97 1.12
C -5.53 0.55 1.15
C -4.35 -0.15 1.14
C -3.10 0.52 1.08
C -1.87 -0.18 0.94
C -0.63 0.44 1.09
C 0.55 -0.07 0.57
C 1.78 0.65 0.58
C 2.92 0.13 -0.10
C 4.11 0.81 -0.13
C 4.21 2.07 0.52
O 5.40 2.71 0.45
C 5.50 4.00 1.10
C 3.09 2.62 1.19
C 1.91 1.91 1.23
C -3.10 1.95 1.11
C -4.27 2.66 1.11
H -7.69 4.37 1.10
H -6.12 4.46 1.98
H -6.14 4.45 0.19
H -6.50 0.05 1.16
H -4.35 -1.24 1.17
H -1.90 -1.24 0.71
H -0.60 1.37 1.66
H 0.54 -1.06 0.11
H 2.80 -0.82 -0.64
H 4.98 0.42 -0.64
H 6.53 4.30 0.92
H 4.80 4.73 0.66
H 5.30 3.93 2.18
H 3.16 3.60 1.68
H 1.07 2.35 1.77
H -2.16 2.50 1.09
H -4.24 3.76 1.07
C 1.66 -0.85 -3.93
N 1.84 -1.84 -2.85
C 0.95 -2.73 -2.67
C 1.06 -3.84 -1.72
C -0.02 -4.71 -1.48
C 0.12 -5.74 -0.56
C 1.34 -5.89 0.13
C 2.42 -5.03 -0.11
C 2.28 -4.00 -1.05
H 2.59 -0.27 -4.01
H 1.43 -1.31 -4.91
H 0.83 -0.16 -3.69
H -0.01 -2.73 -3.22
H -0.94 -4.54 -2.04
H -0.71 -6.42 -0.37
H 1.45 -6.70 0.85
H 3.37 -5.15 0.41
H 3.09 -3.30 -1.28
*
```

gap between HOMO and LUMO: 6.0 eV
E: -31923.7539 eV

Want to see where the charge sits? The Löwdin charges in e are: -0.04 -0.05 -0.23 0.03 0.00 -0.21 0.04 -0.08 0.05 -0.20 0.00 0.03 -0.23 -0.05 -0.04 0.01 0.01 0.01 0.01 0.10 0.10 0.10 0.13 0.13 0.14 0.10 0.13 0.10 0.13 0.10 0.10 0.10 0.11 0.11 0.12 0.11 -0.11 -0.02 -0.17 -0.23 -0.05 -0.08 -0.07 -0.07 -0.04 0.07 0.08 0.08 0.13 0.11 0.11 0.11 0.11 0.10

Entry 3:
Below is a molecular structure, C3H3O5P in a non-equilibrium geometry, with properties calculated with wB97M-V/def2-TZVPD.

Structure (ORCA input):
```
! wB97M-V def2-TZVPD RIJCOSX def2/J DEFGRID3
* xyz -2 1
C -1.32 0.07 0.48
C 0.41 0.83 -1.42
C 0.14 0.29 -0.13
O 1.49 -2.07 0.03
O 1.50 -0.67 2.18
O -2.40 0.07 -0.09
O -0.89 -1.53 1.10
O 0.67 1.84 -0.44
P 0.78 -1.13 0.92
H -1.34 0.70 1.52
H 1.31 0.65 -1.95
H -0.35 0.96 -2.21
*
```

gap between HOMO and LUMO: 6.9 eV
E: -22684.5238 eV

Want to see where the charge sits? The Löwdin charges in e are: -0.55 -0.28 -0.23 -0.42 -0.45 -0.15 -0.36 -0.14 0.28 0.13 0.07 0.10

Entry 4:
Below is a molecular structure, C27H48BeN5O4SSi4, with properties calculated with wB97M-V/def2-TZVPD.

Structure (ORCA input):
```
! wB97M-V def2-TZVPD RIJCOSX def2/J DEFGRID3
* xyz 1 1
Be -1.91 -0.73 -1.10
C -5.33 -0.78 0.95
C -5.19 0.47 1.55
C -4.11 1.26 1.23
C -3.17 0.80 0.32
N -3.30 -0.42 -0.23
C -4.36 -1.19 0.07
C -0.83 0.96 -0.89
C 0.36 1.80 -1.16
C 0.52 2.31 -2.38
C -0.36 1.99 -3.48
C -1.25 0.99 -3.29
N -1.46 0.40 -2.09
H -6.17 -1.43 1.17
H -5.93 0.82 2.26
H -3.96 2.22 1.70
H -4.40 -2.16 -0.41
H 1.05 1.96 -0.34
H 1.39 2.94 -2.58
H -0.23 2.44 -4.45
H -1.83 0.59 -4.12
C 3.94 4.48 2.89
C 2.75 4.80 1.99
S 1.47 3.61 2.25
O 1.06 3.65 3.63
O 1.91 2.34 1.69
C 0.09 4.20 1.28
C -1.20 3.49 1.70
N -1.38 2.12 1.25
C -1.95 1.72 -0.03
N -0.57 -0.34 -0.11
C -0.56 -0.13 1.30
C -0.87 1.02 1.89
N -0.93 0.97 3.38
O -0.20 0.19 3.95
O -1.76 1.69 3.91
C -2.48 2.89 -0.85
H 4.73 5.21 2.71
H 4.34 3.49 2.67
H 3.65 4.52 3.93
H 3.01 4.74 0.93
H 2.33 5.78 2.20
H 0.34 4.07 0.23
H -0.01 5.26 1.51
H -2.04 4.08 1.34
H -1.26 3.50 2.78
H -0.27 -0.96 1.93
H -3.27 3.42 -0.32
H -2.91 2.51 -1.77
H -1.68 3.58 -1.10
C 0.41 -5.03 0.44
Si -0.67 -3.51 0.29
C -2.01 -3.80 -1.01
C -1.56 -3.22 1.91
Si 0.67 -1.74 -0.53
Si 0.95 -2.04 -2.88
C 1.82 -3.69 -3.00
C -0.65 -2.20 -3.87
C 2.04 -0.73 -3.61
Si 2.75 -1.38 0.57
C 3.67 -2.99 0.29
C 3.70 0.01 -0.26
C 2.53 -1.08 2.39
H -0.21 -5.92 0.63
H 1.10 -4.92 1.27
H 0.99 -5.22 -0.46
H -2.85 -4.35 -0.56
H -1.63 -4.39 -1.85
H -2.43 -2.89 -1.46
H -2.11 -4.15 2.13
H -2.28 -2.40 1.87
H -0.89 -3.03 2.76
H 1.32 -4.48 -2.42
H 2.85 -3.62 -2.65
H 1.85 -4.03 -4.04
H -1.12 -3.17 -3.70
H -0.39 -2.14 -4.93
H -1.39 -1.43 -3.69
H 3.04 -0.76 -3.18
H 1.65 0.28 -3.48
H 2.14 -0.91 -4.69
H 3.81 -3.21 -0.77
H 3.15 -3.84 0.75
H 4.66 -2.93 0.75
H 4.09 -0.32 -1.23
H 4.55 0.27 0.37
H 3.10 0.90 -0.41
H 1.79 -1.74 2.85
H 2.25 -0.05 2.60
H 3.49 -1.29 2.88
*
```

gap between HOMO and LUMO: 7.3 eV
E: -87161.6050 eV

Want to see where the charge sits? The Löwdin charges in e are: 0.23 -0.02 0.00 0.03 -0.12 0.09 -0.06 -0.34 -0.03 -0.08 -0.09 -0.16 0.01 0.12 0.13 0.13 0.12 0.08 0.12 0.10 0.12 -0.10 -0.30 0.65 -0.29 -0.33 -0.20 -0.15 0.00 -0.29 -0.17 -0.08 -0.15 -0.31 0.10 0.10 0.03 0.08 0.08 0.08 0.11 0.11 0.09 0.12 0.12 0.11 0.08 0.09 0.10 0.10 -0.20 0.42 -0.20 -0.19 0.61 0.42 -0.20 -0.20 -0.18 0.42 -0.20 -0.19 -0.20 0.04 0.03 0.02 0.05 0.04 0.00 0.05 0.02 0.04 0.01 0.02 0.05 0.02 0.05 -0.01 0.02 0.01 0.05 0.01 0.02 0.04 0.02 0.04 0.01 0.03 0.01 0.05

Entry 5:
Below is 2 unconnected molecules or ions with the total composition C3H8O2S in a non-equilibrium geometry, with properties calculated with wB97M-V/def2-TZVPD.

Structure (ORCA input):
```
! wB97M-V def2-TZVPD RIJCOSX def2/J DEFGRID3
* xyz 0 1
C -1.51 1.81 -1.54
S 0.03 1.12 -1.15
C 1.20 2.47 -0.93
H -1.85 2.68 -1.18
H -2.45 1.20 -1.37
H -1.58 1.93 -2.66
H 2.22 2.23 -0.59
H 1.12 2.86 -2.00
H 0.90 3.25 -0.25
O 1.83 -4.19 1.85
C 0.66 -4.24 2.04
O 0.20 -3.46 3.14
H -0.15 -4.74 1.60
H -0.63 -2.93 3.04
*
```

gap between HOMO and LUMO: 8.9 eV
structure (SMILES): O=CO.CSC
E: -18169.2340 eV

Want to see where the charge sits? The Löwdin charges in e are: -0.49 0.72 -0.43 -0.01 0.06 0.04 0.04 0.05 0.02 0.11 -0.32 -0.02 0.11 0.11

Entry 6:
Below is 8 unconnected molecules or ions with the total composition C20H42Br10N2O5 in a non-equilibrium geometry, with properties calculated with wB97M-V/def2-TZVPD.

Structure (ORCA input):
```
! wB97M-V def2-TZVPD RIJCOSX def2/J DEFGRID3
* xyz 0 1
C -2.30 0.46 1.60
C -1.12 1.26 1.07
O 0.01 0.48 0.69
C 0.79 0.82 -0.29
O 0.66 1.74 -1.14
O 1.75 -0.07 -0.20
C 2.63 -0.29 -1.33
H -2.89 0.88 2.41
H -1.93 -0.49 1.99
H -3.07 0.20 0.87
H -0.75 1.90 1.87
H -1.36 2.14 0.47
H 3.22 -1.19 -1.16
H 3.51 0.36 -1.29
H 2.22 -0.15 -2.33
C 1.18 -3.06 4.67
O 2.41 -2.71 4.49
N 0.45 -3.74 3.74
C 0.96 -4.10 2.43
C -0.92 -4.20 3.99
H 0.68 -2.91 5.64
H 0.26 -4.15 1.60
H 1.56 -5.01 2.47
H 1.68 -3.31 2.19
H -1.24 -3.68 4.89
H -1.49 -3.81 3.15
H -0.99 -5.28 4.12
C -6.83 -3.84 4.65
O -6.37 -3.52 3.55
N -8.12 -4.22 4.89
C -8.37 -4.84 6.15
C -9.16 -4.36 3.91
H -6.15 -3.74 5.51
H -8.47 -5.92 6.20
H -9.24 -4.41 6.65
H -7.57 -4.57 6.83
H -9.13 -5.33 3.42
H -10.15 -4.00 4.21
H -8.92 -3.81 3.00
Br 1.89 -4.59 -3.75
C 3.73 -5.01 -4.45
C 3.95 -4.40 -5.83
Br 5.47 -5.22 -6.79
H 3.70 -6.10 -4.51
H 4.40 -4.70 -3.65
H 4.07 -3.31 -5.76
H 3.04 -4.74 -6.33
Br 4.04 6.68 -3.20
C 3.25 5.16 -4.20
C 3.42 5.28 -5.75
Br 2.16 3.99 -6.54
H 2.20 5.36 -3.97
H 3.61 4.23 -3.75
H 4.44 5.07 -6.10
H 3.02 6.24 -6.08
Br -8.35 4.10 3.11
C -8.35 4.01 1.13
C -8.75 2.60 0.76
Br -10.70 2.34 0.77
H -7.35 4.08 0.71
H -9.03 4.78 0.76
H -8.22 1.82 1.31
H -8.53 2.40 -0.29
Br 6.80 4.94 1.96
C 5.01 5.57 2.68
C 4.01 4.43 2.94
Br 2.23 5.14 3.40
H 4.76 6.28 1.89
H 5.06 6.28 3.50
H 4.36 3.65 3.61
H 3.81 3.84 2.04
Br 8.02 2.49 -4.73
C 8.87 3.17 -6.47
C 8.83 2.08 -7.48
Br 6.96 1.51 -7.91
H 9.90 3.46 -6.24
H 8.31 4.02 -6.83
H 9.32 1.20 -7.06
H 9.21 2.36 -8.46
*
```

gap between HOMO and LUMO: 9.4 eV
structure (SMILES): CCOC(=O)OC.CN(C)C=O.CN(C)C=O.BrCCBr.BrCCBr.BrCCBr.BrCCBr.BrCCBr
E: -735061.2461 eV

Want to see where the charge sits? The Löwdin charges in e are: -0.06 -0.21 0.06 -0.60 0.07 0.02 -0.02 0.08 0.07 0.07 0.12 0.12 0.09 0.09 0.10 -0.27 -0.07 -0.21 -0.05 -0.05 0.13 0.09 0.09 0.08 0.08 0.09 0.09 -0.32 0.00 -0.19 -0.09 -0.05 0.13 0.09 0.09 0.08 0.09 0.10 0.08 0.55 -0.65 -0.68 0.58 0.04 0.05 0.06 0.04 0.55 -0.67 -0.64 0.59 0.03 0.05 0.05 0.04 0.57 -0.65 -0.72 0.58 0.06 0.05 0.06 0.04 0.53 -0.64 -0.67 0.58 0.03 0.05 0.06 0.04 0.51 -0.61 -0.67 0.54 0.06 0.06 0.05 0.06

Entry 7:
Below is a single C3H7NO2 molecule in a non-equilibrium geometry, with properties calculated with wB97M-V/def2-TZVPD.

Structure (ORCA input):
```
! wB97M-V def2-TZVPD RIJCOSX def2/J DEFGRID3
* xyz 0 1
O 2.77 -0.50 -1.58
C 1.66 -0.04 -1.37
C 0.77 -0.42 -0.16
N -0.52 0.07 -0.46
C -1.25 -0.19 0.75
O -1.12 0.89 1.72
H 0.88 0.42 -2.06
H 1.39 -0.01 0.62
H 0.60 -1.54 -0.03
H -0.64 0.93 -1.04
H -2.26 -0.44 0.49
H -0.75 -0.97 1.49
H -1.53 1.79 1.63
*
```

gap between HOMO and LUMO: 10.1 eV
structure (SMILES): O=CCNCO
E: -8806.9768 eV

Want to see where the charge sits? The Löwdin charges in e are: 0.05 -0.22 -0.25 -0.09 -0.27 -0.12 0.12 0.12 0.15 0.14 0.10 0.17 0.10

Entry 8:
Below is a molecular structure, C15H14IN3O7SSeV in a non-equilibrium geometry, with properties calculated with wB97M-V/def2-TZVPD.

Structure (ORCA input):
```
! wB97M-V def2-TZVPD RIJCOSX def2/J DEFGRID3
* xyz 0 2
V -0.49 0.22 -0.40
C 3.08 2.47 -1.28
C 4.08 1.53 -1.06
C 3.73 0.23 -0.74
C 2.39 -0.11 -0.64
N 1.43 0.82 -0.81
C 1.77 2.08 -1.14
C 1.87 -1.46 -0.38
C 2.67 -2.60 -0.32
C 2.08 -3.85 -0.16
C 0.70 -3.95 -0.03
C -0.09 -2.81 -0.06
C 0.47 -1.56 -0.25
H 3.31 3.49 -1.54
H 5.12 1.81 -1.14
H 4.49 -0.51 -0.57
H 0.96 2.78 -1.28
H 3.74 -2.53 -0.42
H 2.70 -4.73 -0.13
H 0.24 -4.93 0.09
H -1.17 -2.91 0.06
I -6.35 -1.85 -0.93
C -4.65 -0.90 -0.29
C -4.57 0.18 0.57
N -3.28 0.45 0.74
N -2.49 -0.39 0.04
C -3.33 -1.21 -0.60
H -5.34 0.76 1.05
H -2.85 1.22 1.25
H -2.95 -1.97 -1.26
C 0.36 1.43 3.70
S -0.21 1.84 2.09
O -0.24 0.47 1.37
O -1.56 2.32 2.22
O 0.77 2.70 1.49
H -0.35 0.74 4.15
H 0.40 2.36 4.25
H 1.35 0.98 3.61
O -3.16 1.21 -2.66
Se -1.64 1.60 -2.33
O -1.42 2.23 -0.81
O -0.82 0.03 -2.02
O -0.75 2.29 -3.46
*
```

expectation value of S²: 0.758
gap between HOMO and LUMO (alpha / beta): 7.8 / 8.3 eV
E: -144553.2296 eV

Want to see where the charge sits? The Löwdin charges in e are: 0.94 -0.02 -0.03 0.01 -0.18 0.02 -0.08 -0.17 -0.03 -0.07 -0.07 -0.08 -0.14 0.12 0.11 0.11 0.11 0.10 0.10 0.10 0.09 0.89 -0.76 -0.11 0.05 -0.05 -0.18 0.13 0.12 0.13 -0.12 0.50 -0.43 -0.30 -0.27 0.08 0.08 0.08 -0.39 0.90 -0.45 -0.44 -0.39